1.
Formula: C8H9N3O3P
Source: the OMol25 dataset
Level of theory: wB97M-V/def2-TZVPD

Maximum force (eV/A): 4.44
ΔE to the lowest compared entry with this formula, charge and spin (eV): 0.0000
DFT total energy (Ha): -1041.2816
HOMO-LUMO gap (eV): 7.85
E_LUMO (eV): -6.047

```
! wB97M-V def2-TZVPD RIJCOSX def2/J DEFGRID3
* xyz 1 1
C 0.5476 0.8111 -0.8626
C -0.3312 0.4774 -1.8258
C 1.4732 1.9085 -1.0768
C -1.1341 -0.6666 -1.4111
C 0.4720 2.0200 -3.3914
C 1.1561 -1.3873 0.1763
C 0.4651 -0.0958 0.3641
C 0.3840 0.5972 1.7020
N -0.2946 0.9249 -3.0941
N 1.3461 2.4429 -2.3434
N -0.7574 -0.9139 -0.0319
O 2.2399 2.2904 -0.2008
O -2.0790 -1.2021 -1.9069
O 0.4078 2.6927 -4.3693
P -1.7883 -1.7089 1.1582
H 1.4735 -1.4256 -0.9416
H 1.1685 -2.0847 0.9851
H -0.1173 1.5109 1.5087
H 1.3277 0.7043 2.2586
H -0.2615 0.0187 2.4858
H -1.1445 0.8358 -3.7395
H 1.9365 3.2555 -2.4846
H -2.4316 -2.5678 0.2913
H -2.8859 -0.6861 0.9743
*
```

Here are the Löwdin charges for atoms 1 to 4, given in e:
1 C -0.011
2 C -0.116
3 C -0.390
4 C -0.369

---

2.
Formula: C8H9N4
Source: the OMol25 dataset
Level of theory: wB97M-V/def2-TZVPD

Maximum force (eV/A): 5.58
ΔE to the lowest compared entry with this formula, charge and spin (eV): 7.4569
DFT total energy (Ha): -528.7573
HOMO-LUMO gap (eV): 7.19
E_LUMO (eV): -5.175

```
! wB97M-V def2-TZVPD RIJCOSX def2/J DEFGRID3
* xyz 1 1
C 0.9606 0.0330 0.4935
C 0.1282 -1.8854 -0.6839
C -0.2929 0.8056 0.8246
C 1.2163 0.2294 -0.9518
C -0.1117 -0.6576 -1.3852
C 0.7976 -1.5112 0.4629
C -1.2378 0.9971 -0.1390
C 2.1411 0.9782 -1.5424
N -1.2235 0.0995 -1.3668
N -2.3902 1.6452 -0.0401
N 1.0358 -2.2668 1.5266
N -2.6649 2.2355 1.0532
H 1.8571 0.3201 1.0840
H -0.0504 -2.8215 -1.1726
H 2.8510 1.5393 -0.9410
H 2.2219 1.2768 -2.5162
H -2.1600 -0.3297 -1.4255
H 0.8285 -3.2716 1.3859
H 1.5146 -2.0856 2.4020
H -1.8961 2.0306 1.7788
H -3.5254 2.6392 1.1529
*
```

Here are the Löwdin charges for atoms 1 to 4, given in e:
1 C -0.241
2 C 0.038
3 C 0.140
4 C -0.176

---

3.
Formula: C8H9N4OP
Source: the OMol25 dataset
Level of theory: wB97M-V/def2-TZVPD

Maximum force (eV/A): 5.70
ΔE to the lowest compared entry with this formula, charge and spin (eV): 0.0000
DFT total energy (Ha): -945.2035
HOMO-LUMO gap (spin up / spin down) (eV): 6.94 / 6.94
E_LUMO (spin up / spin down) (eV): -10.035 / -10.036
SMILES string: [O-]c1ccccc1[NH+]=P1=NC=[NH+]C=[NH+]1

```
! wB97M-V def2-TZVPD RIJCOSX def2/J DEFGRID3
* xyz 2 1
C 0.4107 3.6016 -0.4042
C 1.7587 3.5619 0.1365
C -0.3795 2.4307 -0.4578
C 2.3120 2.4455 0.5497
C 0.0219 1.2547 0.1467
C 1.4747 1.1536 0.5452
C -1.9325 -3.1549 1.0143
C -0.2497 -3.3170 -0.5886
N -1.6609 -1.9886 1.3341
N -0.7530 0.2162 0.4268
N -1.1700 -3.9729 0.1697
N 0.2757 -2.1420 -0.3373
O 1.9767 0.0670 0.7541
P -0.1556 -1.2653 1.1775
H 0.2712 4.5616 -0.8759
H 2.1824 4.5136 0.2633
H -1.3182 2.4220 -0.9674
H 3.2761 2.4024 1.1077
H -2.9172 -3.6302 1.1270
H -0.0581 -3.9893 -1.5626
H -1.7920 0.2949 0.4540
H -1.5853 -4.7419 -0.2069
H 1.1007 -1.7273 -0.6953
*
```

Here are the Löwdin charges for atoms 1 to 4, given in e:
1 C 0.117
2 C -0.028
3 C 0.029
4 C 0.081

---

4.
Formula: C8H9NO
Source: the OMol25 dataset
Level of theory: wB97M-V/def2-TZVPD

Maximum force (eV/A): 2.92
ΔE to the lowest compared entry with this formula, charge and spin (eV): 0.6367
DFT total energy (Ha): -440.2279
HOMO-LUMO gap (eV): 8.79
E_LUMO (eV): 0.884
SMILES string: c1ccc2[nH]ccc2c1.O

```
! wB97M-V def2-TZVPD RIJCOSX def2/J DEFGRID3
* xyz 0 1
O 3.1514 2.9487 0.5551
H 3.4395 2.0781 0.1983
H 3.4337 3.6013 -0.1250
C -0.9908 -1.0242 -2.0434
C -2.2378 -1.4332 -1.6224
C 1.2955 0.1871 0.8798
C 0.2871 0.0289 1.8964
C 0.9805 -0.1349 -0.4470
C -1.0447 -0.3135 1.5766
C -0.3270 -0.5890 -0.8240
C -1.2993 -0.6654 0.2120
N -2.4785 -1.1351 -0.3381
H -0.5707 -1.1236 -3.0442
H -3.0463 -1.7428 -2.2847
H 2.2712 0.5932 1.1777
H 0.5466 0.3647 2.9091
H 1.6712 0.0069 -1.2887
H -1.7279 -0.4171 2.4298
H -3.3539 -1.2303 0.1827
*
```

Here are the Löwdin charges for atoms 1 to 4, given in e:
1 O -0.089
2 H 0.032
3 H 0.051
4 C -0.027

---

5.
Formula: C8H9NO
Source: the OMol25 dataset
Level of theory: wB97M-V/def2-TZVPD

Maximum force (eV/A): 8.08
ΔE to the lowest compared entry with this formula, charge and spin (eV): 3.3501
DFT total energy (Ha): -440.1282
HOMO-LUMO gap (eV): 9.94
E_LUMO (eV): 0.750
SMILES string: CC(=O)Nc1ccccc1

```
! wB97M-V def2-TZVPD RIJCOSX def2/J DEFGRID3
* xyz 0 1
C -2.1390 0.9860 0.8490
C -2.4640 -0.2476 -0.0878
C 0.0892 -0.4727 -0.4954
C 0.8892 -1.4104 0.0720
C 2.1639 -1.1175 0.3367
C 2.7146 0.0914 0.0503
C 1.8724 1.0326 -0.4869
C 0.5641 0.8064 -0.8047
H -1.3110 0.8422 1.2607
H -2.0944 1.7998 0.2088
H -2.9470 0.8674 1.4642
H -1.5133 -1.8945 -1.0233
H 0.4857 -2.3543 0.3261
H 2.8661 -1.8182 0.7297
H 3.9220 0.3371 0.4857
H 2.1505 2.1639 -0.6965
H -0.3314 1.6960 -1.1420
N -1.3737 -0.7511 -0.7182
O -3.5441 -0.5567 -0.3284
*
```

Here are the Löwdin charges for atoms 1 to 4, given in e:
1 C 0.049
2 C -0.590
3 C -0.246
4 C -0.062

---

6.
Formula: C8H9NO
Source: the OMol25 dataset
Level of theory: wB97M-V/def2-TZVPD

Maximum force (eV/A): 7.24
ΔE to the lowest compared entry with this formula, charge and spin (eV): 2.7309
DFT total energy (Ha): -440.1510
HOMO-LUMO gap (eV): 9.35
E_LUMO (eV): 0.748

```
! wB97M-V def2-TZVPD RIJCOSX def2/J DEFGRID3
* xyz 0 1
C 2.2017 0.3568 2.6723
C 1.6797 0.1005 1.3196
C -0.3532 0.1574 0.0015
C -1.5197 0.9084 -0.2215
C -2.4449 0.5622 -1.2424
C -2.0641 -0.4002 -2.1740
C -0.9442 -1.1503 -1.9774
C -0.1515 -0.8903 -0.9251
H 1.5939 0.6090 3.4724
H 2.6200 -0.6278 3.1435
H 3.1120 1.2902 2.5965
H 0.0639 1.2534 1.5042
H -1.9323 1.7178 0.7622
H -3.2795 1.2273 -1.4920
H -2.8021 -0.4444 -2.9126
H -0.5264 -1.8831 -2.6879
H 0.6444 -1.3702 -0.7218
N 0.3960 0.5114 1.1092
O 2.4139 -0.4024 0.4818
*
```

Here are the Löwdin charges for atoms 1 to 4, given in e:
1 C -0.025
2 C -0.533
3 C -0.215
4 C -0.035

---

7.
Formula: C8H9NO
Source: the OMol25 dataset
Level of theory: wB97M-V/def2-TZVPD

Maximum force (eV/A): 3.98
ΔE to the lowest compared entry with this formula, charge and spin (eV): 2.9218
DFT total energy (Ha): -440.1440
HOMO-LUMO gap (eV): 7.52
E_LUMO (eV): 0.587
SMILES string: O[C@H]1C=c2[nH]ccc2=CC1

```
! wB97M-V def2-TZVPD RIJCOSX def2/J DEFGRID3
* xyz 0 1
C 2.1124 -1.2343 0.0691
C 0.5034 0.2249 1.3656
C -1.0455 -0.1090 -1.1061
C 1.9959 -1.9457 -1.0892
C 0.9282 -0.5189 0.3107
C 0.1166 -0.7383 -0.8806
C -0.8929 0.7740 1.2541
C -1.4275 1.0897 -0.1735
N 0.8020 -1.6970 -1.6512
O -0.6400 2.1813 -0.7327
H 2.8102 -1.3361 0.7724
H 1.2451 0.2964 2.1817
H -1.8222 -0.1188 -1.9261
H 2.7643 -2.5104 -1.5246
H -1.6269 0.0971 1.5871
H -0.9772 1.5873 1.8498
H -2.4391 1.4536 -0.1092
H 0.3804 -2.0537 -2.4690
H -0.5033 2.9068 0.0236
*
```

Here are the Löwdin charges for atoms 1 to 4, given in e:
1 C -0.045
2 C 0.009
3 C 0.038
4 C -0.086

---

8.
Formula: C8H9NO2
Source: the OMol25 dataset
Level of theory: wB97M-V/def2-TZVPD

Maximum force (eV/A): 7.58
ΔE to the lowest compared entry with this formula, charge and spin (eV): 5.5379
DFT total energy (Ha): -515.2753
HOMO-LUMO gap (eV): 9.79
E_LUMO (eV): 0.404

```
! wB97M-V def2-TZVPD RIJCOSX def2/J DEFGRID3
* xyz 0 1
C 2.2636 -0.8302 -0.3465
C 0.8838 -0.0816 -0.4116
C 1.0631 1.2393 -0.1862
C -0.0374 2.0098 -0.1750
C -1.4075 1.4928 0.0072
C -1.3384 0.1091 -0.0874
C -0.3093 -0.7329 -0.3810
C -2.5723 -0.8516 -0.0285
H 2.2307 -0.5244 1.8099
H 2.6851 -2.3609 1.0092
H 2.0296 -1.5398 -1.1421
H 2.8502 -0.1237 -0.8486
H 1.9181 2.0691 0.0854
H 0.0516 3.1164 -0.1737
H -2.2610 2.2603 0.3104
H -0.2505 -1.8550 -0.6789
H -4.5036 -0.2853 0.1108
N 2.9044 -1.1518 0.8370
O -3.5974 0.0323 0.6863
O -2.6028 -1.9919 -0.3969
*
```

Here are the Löwdin charges for atoms 1 to 4, given in e:
1 C -0.397
2 C -0.240
3 C -0.102
4 C -0.100